# 1
2 unconnected molecules or ions with the total composition C4H15N4O3. Source: OMol25; level of theory: ωB97M-V/def2-TZVPD.

## Properties
net charge: +1
ΔE to the lowest compared entry with this formula, charge and spin: 0.000 eV
frontier orbital gap: 10.88 eV
spin multiplicity: 1

Cartesian coordinates (Å):
C  3.141  0.987  -0.105
C  0.498  -2.313  0.480
C  -3.289  0.078  -0.511
C  0.859  0.138  0.339
N  0.234  1.414  0.183
N  2.120  -0.115  0.148
N  0.067  -0.954  0.437
N  -2.627  1.398  -0.547
O  2.907  2.320  0.439
O  1.304  -2.502  -0.674
O  -2.823  -0.751  0.515
H  3.275  1.045  -1.303
H  4.127  0.560  0.168
H  1.262  -2.571  1.299
H  -0.364  -3.006  0.752
H  -2.999  -0.395  -1.397
H  -4.425  0.109  -0.620
H  0.892  2.046  -0.257
H  -0.737  1.515  0.040
H  2.316  -1.125  -0.045
H  -0.897  -0.698  0.617
H  -2.827  1.800  -1.480
H  -2.823  2.007  0.200
H  2.931  2.221  1.403
H  0.775  -2.906  -1.438
H  -2.896  -0.302  1.358

# 2
C4H15N4P in the gas phase. Source: OMol25; level of theory: ωB97M-V/def2-TZVPD.

## Properties
ΔE to the lowest compared entry with this formula, charge and spin: 0.111 eV
frontier orbital gap: 8.58 eV
spin multiplicity: 1

Cartesian coordinates (Å):
C  -0.853  -2.493  -0.233
N  -0.942  -1.335  0.627
C  -0.514  -1.511  1.963
P  -1.349  0.190  -0.166
N  -1.776  1.168  1.093
N  0.237  1.075  -0.562
C  1.540  0.743  -0.060
C  0.244  1.501  -1.981
N  1.264  2.548  -2.160
H  -0.853  -2.322  -1.265
H  -0.061  -3.153  -0.174
H  -1.712  -3.137  -0.049
H  0.519  -1.369  2.127
H  -1.021  -0.809  2.705
H  -0.753  -2.422  2.498
H  -0.991  1.349  1.709
H  -2.631  1.037  1.589
H  2.012  1.648  0.181
H  1.355  0.167  0.928
H  2.213  0.080  -0.627
H  0.607  0.644  -2.722
H  -0.842  1.795  -2.167
H  2.119  2.065  -2.283
H  1.448  3.080  -1.354

# 3
2 unconnected molecules or ions with the total composition C4H15N4P. Source: OMol25; level of theory: ωB97M-V/def2-TZVPD.

## Properties
ΔE to the lowest compared entry with this formula, charge and spin: 1.023 eV
frontier orbital gap: 9.58 eV
spin multiplicity: 1

Cartesian coordinates (Å):
C  2.423  -1.662  0.725
N  1.049  -1.031  0.841
C  0.112  -2.094  1.034
P  0.851  0.454  1.488
N  2.093  1.316  1.558
N  -0.494  1.112  0.711
H  2.445  -2.593  1.271
H  2.479  -2.072  -0.353
H  3.177  -0.957  0.971
H  0.535  -3.106  1.439
H  -0.689  -1.796  1.715
H  -0.346  -2.339  0.058
H  0.407  0.131  2.903
H  2.802  1.019  2.067
H  -0.493  0.965  -0.333
H  -0.718  2.110  1.004
C  -1.327  2.425  -2.282
N  -2.322  1.905  -1.704
C  -2.591  0.537  -2.022
H  -0.584  1.813  -2.975
H  -0.912  3.459  -2.029
H  -2.152  0.002  -1.126
H  -3.632  0.164  -2.028
H  -2.113  0.236  -2.933

# 4
A molecular structure, C4H15N7. Source: OMol25; level of theory: ωB97M-V/def2-TZVPD.

## Properties
net charge: +2
ΔE to the lowest compared entry with this formula, charge and spin: 1.151 eV
frontier orbital gap (alpha / beta): 8.53 / 8.53 eV
spin multiplicity: 1

Cartesian coordinates (Å):
C  -1.239  1.283  0.805
C  -0.829  0.237  -0.298
C  -0.200  2.382  0.754
C  0.562  -0.262  -0.276
N  0.535  -1.875  0.607
N  1.396  0.514  0.542
N  1.162  -0.467  -1.461
N  -0.600  -2.227  1.063
N  -0.939  -3.425  1.003
N  1.263  1.994  0.481
N  0.673  -1.452  -2.357
H  -2.139  1.694  0.500
H  -1.469  0.976  1.828
H  -1.628  -0.648  -0.578
H  -1.058  0.776  -1.198
H  -0.577  2.996  -0.059
H  -0.162  2.954  1.719
H  0.843  -2.675  -0.020
H  2.317  0.287  0.283
H  2.210  -0.519  -1.321
H  -1.100  -1.476  1.672
H  -1.891  -3.699  1.338
H  1.566  2.384  -0.437
H  1.876  2.304  1.341
H  -0.252  -1.420  -2.528
H  1.190  -1.425  -3.274

# 5
3 unconnected molecules or ions with the total composition C4H15NO2. Source: OMol25; level of theory: ωB97M-V/def2-TZVPD.

## Properties
ΔE to the lowest compared entry with this formula, charge and spin: 0.945 eV
frontier orbital gap: 9.82 eV
spin multiplicity: 1

Cartesian coordinates (Å):
C  -1.196  -1.920  -1.033
C  -0.446  -1.576  0.212
N  0.758  -0.814  -0.060
C  1.364  -0.008  0.981
C  2.504  0.878  0.566
H  -2.065  -2.526  -0.776
H  -0.557  -2.550  -1.659
H  -1.521  -1.108  -1.681
H  -1.072  -0.963  0.863
H  -0.211  -2.524  0.713
H  1.490  -1.343  -0.513
H  1.514  -0.602  1.881
H  0.587  0.701  1.310
H  3.420  0.324  0.496
H  2.424  1.200  -0.464
H  2.619  1.786  1.139
O  -2.797  2.090  0.804
H  -2.100  2.285  0.162
H  -3.368  2.858  0.710
O  -0.766  1.293  -0.998
H  -0.485  1.949  -1.620
H  -0.096  0.569  -1.034

# 6
3 unconnected molecules or ions with the total composition C4H15NO2S. Source: OMol25; level of theory: ωB97M-V/def2-TZVPD.

## Properties
ΔE to the lowest compared entry with this formula, charge and spin: 1.541 eV
frontier orbital gap: 8.75 eV
spin multiplicity: 1

Cartesian coordinates (Å):
C  -1.130  0.887  3.403
N  0.000  1.208  2.534
C  -0.092  0.693  1.181
C  -0.425  1.899  0.229
C  -1.225  1.338  -0.956
S  -1.117  2.161  -2.580
H  -1.072  -0.218  3.561
H  -2.086  0.999  2.849
H  -1.334  1.499  4.263
H  0.478  2.086  2.626
H  -0.885  -0.055  1.117
H  0.851  0.151  0.991
H  0.529  2.279  -0.113
H  -1.122  2.531  0.786
H  -2.263  1.273  -0.596
H  -0.861  0.318  -1.210
H  0.090  1.585  -2.830
O  1.626  -3.473  0.842
H  2.491  -3.038  0.732
H  1.341  -3.055  1.663
O  2.686  -5.105  -2.111
H  2.554  -4.528  -1.350
H  2.028  -5.778  -1.953

# 7
4 unconnected molecules or ions with the total composition C4H15NO3. Source: OMol25; level of theory: ωB97M-V/def2-TZVPD.

## Properties
ΔE to the lowest compared entry with this formula, charge and spin: 1.687 eV
frontier orbital gap: 9.86 eV
spin multiplicity: 1

Cartesian coordinates (Å):
C  -1.500  1.023  1.737
C  -1.621  0.799  0.443
C  -1.312  -0.588  -0.108
C  -0.604  -0.465  -1.502
N  0.823  -0.872  -1.451
H  -1.299  0.364  2.574
H  -1.765  1.965  2.220
H  -1.801  1.582  -0.270
H  -0.583  -0.992  0.599
H  -2.099  -1.317  -0.242
H  -0.814  0.566  -1.805
H  -1.173  -1.095  -2.188
H  0.987  -1.358  -2.326
H  1.365  -0.029  -1.361
O  0.380  3.124  0.131
H  0.556  3.016  1.075
H  0.865  2.471  -0.388
O  0.432  -3.404  0.294
H  1.323  -3.311  0.632
H  0.410  -2.758  -0.447
O  2.534  0.722  0.526
H  2.869  -0.180  0.515
H  2.025  0.738  1.340

# 8
3 unconnected molecules or ions with the total composition C4H15NO3. Source: OMol25; level of theory: ωB97M-V/def2-TZVPD.

## Properties
ΔE to the lowest compared entry with this formula, charge and spin: 1.473 eV
frontier orbital gap: 9.64 eV
spin multiplicity: 1

Cartesian coordinates (Å):
C  -1.378  2.206  -1.158
N  -2.032  1.106  -0.457
C  -1.549  1.067  0.949
C  -0.989  -0.321  1.313
C  0.298  -0.764  0.627
O  1.527  -0.556  1.384
H  -1.751  2.426  -2.171
H  -1.595  3.113  -0.596
H  -0.318  2.057  -1.407
H  -1.798  0.216  -0.874
H  -0.796  1.816  1.168
H  -2.413  1.148  1.616
H  -0.758  -0.157  2.372
H  -1.751  -1.094  1.186
H  0.458  -0.108  -0.222
H  0.300  -1.847  0.516
H  1.386  -0.313  2.296
O  2.834  -2.440  -0.187
H  1.999  -2.737  -0.561
H  2.701  -1.875  0.588
O  1.484  -0.883  -2.087
H  2.186  -0.922  -1.405
H  1.953  -1.140  -2.890

# 9
A molecular structure, C4H15NO3. Source: OMol25; level of theory: ωB97M-V/def2-TZVPD.

## Properties
ΔE to the lowest compared entry with this formula, charge and spin: 5.531 eV
frontier orbital gap: 7.71 eV
spin multiplicity: 1

Cartesian coordinates (Å):
N  -0.567  1.751  -1.145
C  0.025  0.466  -1.421
C  1.305  0.315  -0.623
C  1.341  1.546  0.308
C  -0.156  2.021  0.237
H  -0.125  2.441  -1.746
H  0.112  0.203  -2.480
H  -0.767  -0.388  -1.016
H  2.176  0.225  -1.262
H  1.224  -0.517  0.070
H  1.925  2.386  -0.088
H  1.645  1.418  1.341
H  -0.179  3.069  0.576
H  -0.704  1.432  0.966
H  -0.792  -2.143  -0.318
H  -0.126  -3.139  -1.674
O  -0.298  -2.260  -1.353
H  -1.696  -2.765  0.985
H  -1.544  -0.635  -0.797
O  -1.331  -1.895  0.810
H  -0.321  -0.770  3.655
H  -0.247  -1.103  2.011
O  0.125  -0.699  2.817

Table of DFT total energy (eV), in record order: -16487.1720, -19639.2005, -19638.2883, -14798.9819, -9976.1413, -20810.3336, -12022.5312, -12022.7453, -12018.6870